This record from the Open Molecules 2025 dataset describes a structure of composition C42H54BN8ORhS8. The level of theory is ωB97M-V/def2-TZVPD.

Properties
E_tot: -5466.61718 a.u.
multiplicity: 1
net charge: +2
frontier orbital gap: 3.4 eV

Structure (XYZ):
```
115
Properties=species:S:1:pos:R:3:forces:R:3:lowdin_charge:R:1
H -2.59260 1.46887 3.62411 -0.01 0.06 -0.04 0.054
H 6.07857 2.16710 -4.18667 -0.01 -0.04 -0.03 0.110
C -1.08805 4.99085 1.53405 -0.02 -0.08 -0.09 -0.551
H -1.67587 -3.55363 0.72919 -0.01 0.03 -0.02 -0.012
C 4.96453 -0.94796 -6.17742 -0.04 -0.01 -0.16 -0.021
H -4.08552 1.62018 2.04066 0.02 0.01 0.03 0.058
B -0.25969 0.37483 -0.15867 0.10 -0.08 -0.17 -0.682
H -2.60701 6.15820 0.45883 0.01 -0.04 0.06 0.085
C 3.94804 -4.15717 -3.60888 -0.07 -0.22 0.04 -0.261
C -5.04954 1.23201 1.71863 -0.03 -0.06 0.05 -0.040
C -0.97729 4.28891 2.87739 0.05 -0.09 0.13 -0.066
H -1.08885 5.54557 -1.12680 0.00 -0.06 0.04 0.130
H -3.05748 -0.22367 3.74132 0.04 0.06 0.03 0.083
H -6.55333 0.57634 -1.33802 0.01 0.00 0.07 0.094
C 5.76991 1.29228 -4.74557 -0.01 0.00 0.00 -0.060
C -3.17884 -1.76872 -1.45262 0.04 -0.29 -0.07 -0.244
H 3.52012 -1.22134 4.16435 -0.01 0.02 -0.04 0.089
N -1.72598 -0.20652 -0.41549 0.03 0.34 0.38 0.008
H -0.12128 6.76167 2.31213 -0.01 -0.02 -0.05 0.095
H 1.37534 -0.55953 4.87988 -0.04 0.04 -0.08 0.128
H 0.37530 3.98651 -3.85408 -0.02 0.00 0.02 0.088
C 1.48724 -0.33831 1.52639 0.02 0.07 -0.14 -0.585
H -1.71030 3.48618 2.96094 -0.01 -0.02 0.02 0.064
H 5.14272 -5.87007 -3.11453 -0.03 0.02 0.00 0.089
H 5.12130 0.20755 -2.99801 0.02 -0.01 -0.04 0.121
C 2.42514 -5.36437 4.21887 0.03 0.11 -0.24 -1.437
C -0.02268 6.09370 1.45389 0.03 0.06 -0.03 -0.033
C -0.34848 2.32286 -1.67592 -0.03 -0.04 -0.03 -0.567
H -1.65745 -1.82390 5.15469 0.01 -0.07 -0.04 0.066
H -5.55046 3.22127 -0.04551 0.03 -0.04 -0.03 0.095
H -2.66890 6.30261 2.21447 0.02 -0.03 -0.04 0.096
C -0.63953 1.44489 5.58623 0.04 -0.02 0.02 -0.020
H -2.81533 -3.84424 -1.92161 -0.02 0.05 0.01 0.075
H -5.22498 -1.28392 -1.26492 0.05 0.00 0.08 0.122
C 5.91831 1.25900 -6.12602 -0.01 -0.02 -0.01 -0.068
H 4.07023 -0.21377 2.81460 -0.02 -0.02 -0.01 0.097
C -1.20326 0.27155 4.76825 0.04 -0.02 -0.12 -0.541
S -0.46347 -2.03309 -1.84618 -0.23 0.55 -0.03 0.710
H -0.12551 6.70161 0.55177 0.02 -0.04 0.06 0.083
C 5.51026 0.14094 -6.84228 0.00 0.00 0.01 -0.061
N 4.31736 -2.03835 -4.09420 0.32 -0.05 -0.17 0.065
H -7.21849 1.32078 0.11290 0.02 -0.03 -0.04 0.096
Rh 1.04003 -0.37933 -1.57547 0.01 0.35 0.41 0.363
H -5.21095 0.25889 2.19513 0.01 0.09 -0.04 0.091
H 6.63721 -2.75287 -5.00718 0.01 0.09 0.02 0.096
N -0.64108 2.75306 0.65020 0.11 -0.13 -0.39 0.195
S 2.53262 -0.59311 0.16104 -0.14 -0.59 0.55 0.722
S 2.82402 -4.89794 2.59229 -0.01 -0.07 0.07 0.962
N -0.67289 0.21372 2.35797 0.31 -0.11 -0.15 0.200
C 3.17251 -2.05961 -3.34083 -0.18 0.23 0.03 -0.413
N -2.75118 0.53605 0.03913 0.16 -0.20 -0.20 0.198
N -0.39328 1.92909 -0.40081 0.07 -0.01 0.49 -0.002
H 4.61488 -1.81382 -6.72878 0.04 0.03 0.02 0.123
N 4.77569 -3.33731 -4.27103 0.10 0.33 -0.21 -0.045
S 3.43486 -5.91203 5.31524 0.23 -0.13 0.32 0.801
C -0.26299 0.01184 3.58791 -0.16 0.10 -0.02 -0.189
H -1.27220 1.61492 6.46041 0.03 -0.01 -0.06 0.100
C -0.86147 4.01272 0.38864 -0.02 -0.02 0.08 -0.203
C -2.48979 5.60434 1.39393 -0.03 0.00 -0.01 -0.029
O 2.53859 -1.00284 -3.09672 0.12 -0.12 -0.06 -0.153
C -2.60708 0.60973 4.28837 -0.08 -0.05 -0.02 -0.054
C -2.04164 -4.38231 1.32348 -0.07 0.15 0.02 -0.334
C -6.45995 0.62483 -0.24901 -0.09 -0.01 -0.02 -0.057
S 0.07466 1.21365 -2.91737 -0.37 -0.36 -0.18 0.790
S 0.99057 -3.74046 0.63577 0.05 0.18 -0.30 0.832
H -1.75400 -5.34344 0.90243 0.03 0.06 -0.03 0.068
C -1.26840 -0.95326 5.68697 0.01 -0.15 -0.01 -0.041
C 4.19104 -5.62824 -3.59209 0.01 0.05 0.04 0.000
C -4.81550 2.50376 -0.41812 0.01 0.01 -0.06 -0.033
H 6.60747 -4.34447 -4.25340 0.00 -0.04 0.04 0.095
H 2.11984 -3.80587 -2.44150 0.05 0.01 -0.07 0.084
C 1.23235 -4.41162 2.07124 -0.28 -0.23 0.28 -1.098
C -4.21122 -1.00856 -1.00199 -0.22 0.04 -0.06 0.079
C -0.88510 4.49613 -0.94619 -0.08 0.36 0.17 0.064
C 2.94329 -3.42484 -3.02340 -0.04 -0.05 0.14 0.052
C 0.16731 -4.63652 3.10412 0.22 0.28 -0.40 -0.930
H -1.32675 3.60214 -4.02050 0.01 0.01 0.02 0.088
H -3.12687 -4.33131 1.42566 0.04 -0.04 0.03 0.059
H -1.15250 5.01062 3.67918 0.02 -0.06 -0.04 0.097
H -0.29975 -1.20975 6.12568 -0.07 0.02 -0.05 0.081
S 0.69117 -5.23161 4.57299 0.04 -0.11 0.45 1.020
H 3.62974 -1.87845 2.51131 -0.01 0.02 0.00 0.053
H 0.01613 3.85319 3.00682 -0.04 0.01 0.04 0.085
H -4.89014 2.47767 -1.50942 0.01 -0.01 0.07 0.094
H 0.98478 5.66946 1.46865 -0.05 0.02 0.01 0.096
H -0.61916 2.35942 4.99977 0.01 0.11 -0.09 0.073
H -3.02239 -2.80780 -3.31661 0.00 0.01 0.03 0.096
H 5.91524 -4.11266 -5.87304 -0.04 0.01 -0.03 0.102
N 0.21867 0.04719 1.34854 -0.37 0.15 -0.04 0.020
C -3.97202 0.17384 -0.26207 -0.01 0.13 0.06 -0.179
H 6.35106 2.10535 -6.64468 -0.04 -0.03 0.02 0.111
C -0.63491 3.68214 -1.99158 0.06 -0.05 -0.41 -0.240
H -3.26215 4.83064 1.43323 0.05 0.04 0.00 0.081
S -1.47822 -4.29245 3.04152 -0.10 -0.08 -0.15 1.003
H 0.37445 1.24439 5.94413 -0.08 0.01 -0.01 0.088
C -1.87020 -1.29978 -1.16218 0.08 -0.13 -0.20 -0.572
H -0.84195 5.21919 -3.46971 0.00 -0.04 0.02 0.090
H -3.24043 0.84266 5.14784 0.04 -0.02 -0.06 0.101
H -3.81697 2.85436 -0.14799 -0.05 -0.01 0.00 0.061
C 4.85292 -0.91468 -4.79686 -0.04 -0.24 0.08 -0.205
C 1.06472 -0.39334 3.85317 0.03 -0.03 0.30 0.056
H -1.95234 -0.74690 6.51234 0.05 0.01 -0.03 0.098
H -6.69778 -0.35857 0.16835 0.02 0.07 -0.02 0.091
H 3.39608 -6.12515 -3.04259 -0.01 -0.01 0.00 0.084
C 1.95748 -0.57363 2.85114 0.26 -0.05 -0.11 -0.247
C -5.08500 1.11970 0.19214 0.10 -0.02 -0.03 -0.541
H -4.43752 -3.25888 -2.34541 0.05 0.02 0.00 0.091
H -5.83638 1.91012 2.05950 0.06 -0.05 -0.03 0.097
C 3.37245 -1.00091 3.10701 -0.07 0.05 -0.04 -0.053
C -3.38285 -2.99037 -2.30140 0.07 0.07 0.07 -0.045
C -0.60892 4.15702 -3.41305 -0.02 -0.06 0.07 -0.051
H 5.60529 0.11889 -7.92087 0.01 0.00 0.06 0.112
C 5.24057 0.19988 -4.07409 0.07 0.11 0.11 -0.005
H 4.21572 -6.03337 -4.60441 0.00 0.01 0.00 0.096
C 6.05635 -3.66018 -4.89298 -0.21 0.07 0.13 0.024
```
Forces are in eV/Å.

This record from the Open Molecules 2025 dataset describes a structure of composition C23H52O3P4SeTb at a distorted geometry. The level of theory is ωB97M-V/def2-TZVPD.

Properties
E_tot: -5723.40605 a.u.
multiplicity: 7
net charge: +3
frontier orbital gap (spin up / spin down): 3.0 / 2.9 eV

Structure (XYZ):
```
84
Properties=species:S:1:pos:R:3:forces:R:3:lowdin_charge:R:1
C 3.83156 -0.14747 1.08119 -0.22 -0.05 0.21 -0.261
H 0.74618 0.87106 6.51530 -0.10 0.01 -0.31 0.149
H -3.93162 -0.14888 1.10139 0.08 0.32 0.00 0.062
H 0.58276 5.03382 1.44363 0.01 -0.16 -0.24 0.074
O -1.07707 -1.71697 1.08824 1.01 1.98 -0.18 -0.511
P 0.43903 2.64677 1.53873 0.03 0.90 0.49 0.682
H 3.54197 -1.14152 1.45129 0.16 0.16 -0.08 0.044
H -1.44269 -3.36605 3.99668 0.08 0.20 0.09 0.130
C -0.91292 3.10407 2.68810 0.04 -0.10 0.12 -0.256
P -2.45141 1.20432 -0.26786 -1.36 -0.05 -0.36 0.676
C -2.91735 2.83073 -0.95155 0.43 0.19 0.08 -0.246
H -1.40959 -3.43772 0.02862 0.00 0.14 0.31 0.129
H -0.00278 -1.17709 -1.15283 0.10 0.18 0.04 0.083
C 0.20594 -0.59204 -6.15024 0.07 0.36 0.04 0.005
H 0.91346 1.25499 -7.04549 -0.09 -0.15 0.29 0.132
C 0.30128 0.80395 -3.70443 -0.02 0.02 0.03 -0.624
H -1.29973 -3.58201 1.79334 0.13 -0.23 -0.28 0.107
C 0.60469 -3.48438 0.76146 -0.06 0.32 0.21 -0.069
H 0.68899 -4.56162 0.60520 0.07 0.10 0.01 0.105
C -3.69126 0.92304 1.05269 0.26 -0.05 0.42 -0.241
H -0.56456 3.96751 3.26949 -0.25 -0.15 -0.03 0.071
H 0.96065 2.49067 -4.87813 -0.07 -0.35 -0.15 0.114
H 2.48740 -1.76685 -1.36509 0.23 0.08 -0.13 0.028
C -0.16560 -1.22751 -4.95914 -0.07 -0.02 0.52 -0.025
H 4.67624 1.61479 -0.87674 -0.32 0.01 -0.02 0.075
H 0.55565 -2.92908 -8.76160 -0.35 -0.19 0.07 0.049
Se 0.36318 1.79031 -2.11302 -0.18 -0.59 -0.39 0.816
H -1.29768 -2.67664 -8.71584 0.31 -0.28 0.02 0.052
C 3.04391 -0.84094 -1.55649 -0.31 -0.04 0.11 -0.239
H 2.73592 -0.44671 -2.53292 0.08 -0.12 0.21 0.046
P 2.67800 0.39433 -0.24355 1.53 -0.34 -0.26 0.641
C -3.07446 0.04088 -1.54637 0.43 -0.03 -0.04 -0.236
H -1.67789 1.44983 6.01711 0.01 -0.10 -0.15 0.121
C -1.14904 0.65240 5.48318 -0.10 -0.39 0.56 -0.073
H -0.11546 -3.74387 5.99436 -0.07 0.23 0.05 0.105
H -2.73004 0.35100 -2.54017 -0.12 -0.09 0.19 0.051
C 0.65975 1.44049 -4.91557 0.11 0.35 -0.29 -0.092
C 0.32202 0.98082 5.51026 0.06 0.91 0.60 -0.205
H -0.30240 4.40842 0.01754 0.24 0.04 0.06 0.042
O 1.14743 0.11083 4.64956 -1.84 -1.50 -3.41 -0.308
C -0.43848 -3.33420 -8.54043 -0.11 -0.66 0.26 -0.111
H 1.79366 3.78263 3.14602 0.21 -0.19 -0.04 0.071
H -4.17185 0.02438 -1.51251 0.27 0.00 -0.04 0.078
H 4.85185 -0.19429 0.67761 -0.24 -0.04 0.19 0.068
H -1.80526 3.39384 2.11691 0.17 -0.12 0.22 0.050
C -0.69967 -2.81796 5.95145 0.21 -0.29 0.22 -0.046
C -0.85778 -3.08916 0.91750 -0.43 -1.16 0.10 -0.359
H 0.48487 2.01198 5.16718 0.19 -0.36 0.06 0.111
H 3.80480 0.56069 1.92039 0.10 -0.16 -0.17 0.037
H 2.82263 2.86672 2.00435 -0.20 -0.03 0.23 0.046
H -0.50065 -2.26567 -4.97482 0.13 0.28 -0.06 0.126
H -2.68576 -0.96629 -1.33909 -0.23 0.13 -0.08 0.040
H -2.56237 3.63171 -0.28917 -0.18 -0.11 -0.21 0.039
H -4.01046 2.89616 -1.04518 0.32 -0.07 -0.01 0.076
H -1.59655 -5.02660 -7.95401 0.42 0.21 -0.07 0.055
H 3.28730 2.02512 -1.93649 0.14 0.03 0.30 0.035
H 1.17973 -3.22054 1.65543 0.00 -0.13 -0.05 0.059
C -0.60072 -4.60241 -8.12715 0.10 0.66 -0.18 -0.066
O 0.16333 -2.13866 3.77488 1.07 3.77 -1.83 -0.304
H -2.44468 2.95269 -1.93586 -0.19 0.06 0.26 0.039
H -0.36188 -1.04729 -2.81811 -0.09 0.03 -0.32 0.037
C -1.05190 -2.49439 4.52702 -1.02 -0.72 0.78 -0.221
H -1.77908 -1.67813 4.44335 0.31 -0.23 -0.14 0.106
H 3.40545 2.73307 -0.30058 0.12 -0.15 -0.20 0.035
H -1.16189 2.28353 3.37246 -0.08 0.29 -0.16 0.006
H -3.27720 1.22993 2.02394 -0.30 -0.02 -0.16 0.026
H -0.12071 -2.01936 6.43115 -0.16 -0.18 -0.08 0.082
C 3.59946 1.83496 -0.90111 -0.30 0.31 0.05 -0.257
C 0.62398 0.74976 -6.12296 -0.04 0.01 0.26 -0.018
H 0.16260 -1.14433 -7.09097 0.02 0.18 0.29 0.099
H 4.12100 -1.05400 -1.55932 -0.26 0.04 -0.05 0.076
C -0.10944 -0.54200 -3.75102 0.01 -0.44 -0.37 -0.143
C 1.91015 2.82966 2.61422 -0.06 -0.15 0.10 -0.256
H 1.06033 -2.98178 -0.10015 -0.05 -0.09 -0.06 0.041
H -1.57461 0.58547 4.46955 0.12 0.08 0.02 0.060
P 0.60619 -0.66805 3.30127 1.12 -2.35 4.88 1.187
H 0.25560 -5.27060 -7.97921 -0.36 0.29 -0.09 0.054
C 0.56350 4.25292 0.67072 -0.03 -0.17 -0.38 -0.242
H 1.48623 4.30396 0.08189 -0.24 0.04 0.03 0.052
H 1.98324 2.01432 3.34462 0.16 0.24 -0.16 0.015
H -1.35938 -0.28000 6.01741 -0.02 0.26 -0.14 0.075
Tb -0.04684 -0.02164 0.46641 -0.90 -0.48 -1.51 0.758
H -1.61935 -2.98482 6.52481 0.13 0.06 -0.12 0.114
H -4.60188 1.50103 0.84730 0.21 -0.19 0.07 0.071
```
Forces are in eV/Å.